No. 1
DFT (the ωB97M-V functional and the def2-TZVPD basis) results for a molecular structure, C25H20BrO6S3Ta.

XYZ file:
```
56
Properties=species:S:1:pos:R:3:mulliken_charge:R:1
Ta -1.268 0.600 0.784 0.249
Br 1.308 0.642 2.155 0.096
C 1.840 2.268 1.309 0.438
C 2.861 2.969 1.870 -0.797
C 3.391 4.069 1.169 -0.661
C 2.934 4.348 -0.085 -0.910
C 1.892 3.590 -0.674 0.867
C 1.528 3.798 -2.025 -0.799
C 0.595 2.994 -2.602 -1.300
C -0.111 2.054 -1.822 0.303
C 0.109 1.858 -0.473 0.157
C 1.239 2.566 0.065 0.748
H 3.273 2.671 2.824 0.433
H 4.188 4.650 1.612 0.392
H 3.377 5.147 -0.666 0.391
H 2.036 4.569 -2.592 0.388
H 0.352 3.095 -3.652 0.440
H -0.871 1.479 -2.333 0.557
C -3.321 2.342 3.493 -0.682
S -1.638 1.894 3.272 1.002
O -0.883 2.198 4.437 -0.608
O -1.179 2.504 1.988 -0.510
O -1.649 0.425 2.890 -0.621
H -3.360 3.423 3.613 0.358
H -3.673 1.849 4.396 0.364
H -3.891 2.020 2.622 0.117
O -4.652 -0.302 -1.146 -0.602
S -4.145 0.432 -0.033 1.028
O -5.073 0.954 0.930 -0.616
O -3.050 -0.392 0.707 -0.544
S -2.801 1.862 -0.627 -0.244
C 0.400 -6.107 0.963 -0.433
C -0.359 -5.485 1.943 -0.727
C -0.647 -4.134 1.837 -0.710
C -0.184 -3.387 0.752 0.540
C 0.581 -4.022 -0.230 -0.108
C 0.868 -5.372 -0.118 -0.911
C -0.531 -1.959 0.700 -0.041
C -0.322 -1.006 -0.221 0.241
C 0.312 -1.130 -1.542 0.013
C 1.664 -0.834 -1.712 0.224
C 2.241 -0.912 -2.969 -0.920
C 1.474 -1.273 -4.070 -0.467
C 0.125 -1.555 -3.906 -0.841
C -0.456 -1.482 -2.647 0.212
H 0.627 -7.162 1.041 0.392
H -0.729 -6.051 2.788 0.385
H -1.243 -3.647 2.599 0.438
H 0.950 -3.465 -1.078 0.546
H 1.462 -5.855 -0.884 0.417
H -1.073 -1.668 1.621 0.147
H 2.253 -0.539 -0.852 0.425
H 3.292 -0.683 -3.094 0.412
H 1.926 -1.327 -5.051 0.391
H -0.480 -1.831 -4.760 0.389
H -1.511 -1.694 -2.519 0.556
```

Summary:
Kohn-Sham gap: 7.4 eV
E_tot: -5241.77844 Eh
Energy relative to the best compared isomer or geometry (same formula, charge and spin): 0.0 kJ/mol
Charge: 0
HOMO: -8.44 eV

=====

No. 2
DFT (the ωB97M-V functional and the def2-TZVPD basis) results for 5 unconnected molecules or ions with the total composition C29H31BNO24P in a non-equilibrium geometry.

XYZ file:
```
87
Properties=species:S:1:pos:R:3:mulliken_charge:R:1
C 0.726 -0.932 1.557 -0.848
C 0.797 0.128 0.308 0.369
O -0.208 1.201 0.340 -0.423
B -1.588 0.681 0.402 0.470
O -2.624 1.569 1.032 -0.530
O -2.054 -0.646 -0.045 -0.285
P -1.938 -0.847 -1.771 0.858
O -1.554 -2.396 -2.007 -0.692
O -3.493 -0.639 -2.567 -0.155
O -4.247 -1.592 -2.054 -0.387
O -0.826 0.236 -2.566 -0.076
C -0.609 -0.239 -3.942 -0.613
C 0.835 -0.968 -4.208 0.132
O 1.201 -2.004 -3.231 -0.525
C 2.121 0.100 -4.237 0.048
N 2.212 0.663 -2.832 -0.289
H 0.516 -0.456 2.605 0.048
H 1.773 -1.485 1.610 0.375
H -0.064 -1.781 1.276 0.224
H 1.858 0.670 0.388 0.260
H 0.833 -0.490 -0.688 -0.141
H -2.847 1.163 1.938 0.309
H -4.191 -2.389 -2.687 0.346
H -1.459 -0.988 -4.235 0.433
H -0.750 0.714 -4.646 0.108
H 0.788 -1.461 -5.273 0.364
H 1.523 -2.824 -3.749 0.328
H 1.993 0.907 -5.081 -0.315
H 3.115 -0.498 -4.515 0.145
H 1.604 1.504 -2.714 0.206
H 3.195 0.826 -2.523 0.231
O 0.829 -1.598 4.522 -0.606
C 0.350 -1.112 5.540 0.808
C 0.463 0.321 5.854 -0.751
C -0.056 0.816 6.980 0.249
O 0.044 2.162 7.279 -0.578
C -0.760 -0.059 7.957 0.839
O -1.210 0.421 8.992 -0.652
C -0.894 -1.488 7.632 -0.702
C -0.379 -1.982 6.505 0.262
O -0.503 -3.323 6.191 -0.568
H 0.979 0.945 5.136 0.500
H -0.406 2.271 8.145 0.338
H -1.424 -2.109 8.343 0.448
H -0.047 -3.433 5.328 0.344
O 7.888 -3.272 -8.249 -0.604
C 6.874 -2.707 -7.854 0.845
C 6.369 -1.472 -8.475 -0.755
C 5.271 -0.874 -8.009 0.255
O 4.790 0.285 -8.590 -0.573
C 4.522 -1.427 -6.848 0.845
O 3.527 -0.844 -6.431 -0.524
C 5.013 -2.674 -6.242 -0.845
C 6.108 -3.275 -6.710 0.371
O 6.574 -4.449 -6.147 -0.567
H 6.925 -1.080 -9.317 0.422
H 3.989 0.523 -8.074 0.302
H 4.448 -3.075 -5.410 0.477
H 7.378 -4.684 -6.659 0.347
O -6.246 -1.294 13.583 -0.614
C -5.679 -0.995 12.538 0.963
C -4.253 -0.635 12.494 -0.785
C -3.671 -0.297 11.341 0.405
O -2.330 0.039 11.292 -0.607
C -4.438 -0.270 10.066 0.775
O -3.879 0.063 9.026 -0.555
C -5.857 -0.653 10.107 -0.972
C -6.439 -0.994 11.258 0.320
O -7.773 -1.357 11.303 -0.566
H -3.708 -0.657 13.428 0.443
H -2.148 0.245 10.349 0.528
H -6.399 -0.645 9.169 0.416
H -7.957 -1.557 12.247 0.347
O -1.237 4.909 -9.144 -0.609
C -0.732 4.570 -8.079 0.849
C 0.654 4.086 -7.987 -0.651
C 1.169 3.709 -6.815 0.194
O 2.472 3.255 -6.721 -0.645
C 0.364 3.761 -5.564 0.863
O 0.858 3.391 -4.505 -0.603
C -1.015 4.268 -5.652 -0.900
C -1.528 4.648 -6.823 0.425
O -2.822 5.128 -6.913 -0.569
H 1.228 4.051 -8.905 0.444
H 2.607 3.044 -5.772 0.381
H -1.583 4.317 -4.732 0.472
H -2.959 5.334 -7.864 0.348
```

Summary:
Kohn-Sham gap: 6.8 eV
E_tot: -3350.28271 Eh
Energy relative to the best compared isomer or geometry (same formula, charge and spin): 681.9 kJ/mol
Charge: 0
HOMO: -8.83 eV
SMILES: CCOB(O)O[P@@](=O)(OO)OC[C@H](O)CN.O=C1C=C(O)C(=O)C=C1O.O=C1C=C(O)C(=O)C=C1O.O=C1C=C(O)C(=O)C=C1O.O=C1C=C(O)C(=O)C=C1O

=====

No. 3
DFT (the ωB97M-V functional and the def2-TZVPD basis) results for a single C22H33N3O4 molecule.

XYZ file:
```
62
Properties=species:S:1:pos:R:3:mulliken_charge:R:1
C 8.950 -2.200 -1.417 -0.677
O 9.027 -1.618 -0.141 -0.381
C 8.298 -0.422 0.003 -0.625
C 6.785 -0.638 0.125 -0.357
C 6.088 0.675 0.438 0.628
O 6.696 1.720 0.573 -0.687
N 4.739 0.614 0.560 0.188
C 3.954 -0.581 0.332 -0.774
C 2.517 -0.381 0.799 -1.118
C 1.830 0.766 0.040 0.508
O 0.775 1.317 0.810 -0.469
C -0.416 0.672 0.921 0.756
C -1.346 1.283 1.767 -0.750
C -2.595 0.733 1.950 -0.652
C -2.963 -0.427 1.272 0.160
C -4.315 -1.008 1.524 0.247
O -4.736 -1.185 2.654 -0.685
N -5.034 -1.347 0.429 0.106
C -6.398 -1.823 0.565 -0.876
C -7.200 -1.118 -0.539 -1.005
C -6.172 -0.332 -1.379 -0.147
N -6.327 1.099 -1.202 -0.015
C -5.982 1.605 0.111 -1.024
C -5.692 1.878 -2.242 -1.012
C -4.812 -0.919 -0.929 -0.871
C -2.036 -1.039 0.441 -0.605
C -0.771 -0.504 0.268 -0.085
C 2.830 1.905 -0.219 -0.980
C 3.996 1.846 0.758 -0.880
H 9.215 -1.478 -2.199 0.295
H 7.952 -2.602 -1.631 0.252
H 9.668 -3.019 -1.425 0.251
H 8.667 0.040 0.922 0.321
H 8.505 0.262 -0.831 0.363
H 6.381 -1.045 -0.804 0.327
H 6.598 -1.357 0.925 0.234
H 4.389 -1.421 0.881 0.499
H 3.954 -0.840 -0.738 0.322
H 1.967 -1.314 0.670 0.560
H 2.508 -0.139 1.863 0.318
H 1.435 0.408 -0.921 0.292
H -1.056 2.189 2.275 0.445
H -3.304 1.197 2.619 0.474
H -6.747 -1.594 1.574 0.391
H -6.417 -2.910 0.435 0.388
H -7.720 -1.845 -1.159 0.274
H -7.940 -0.433 -0.133 0.364
H -6.326 -0.523 -2.445 0.645
H -6.426 0.983 0.883 0.275
H -6.390 2.611 0.207 0.454
H -4.897 1.659 0.284 0.286
H -6.039 1.537 -3.216 0.361
H -5.981 2.921 -2.119 0.335
H -4.592 1.822 -2.221 0.303
H -4.557 -1.783 -1.555 0.268
H -4.006 -0.188 -0.993 0.516
H -2.292 -1.959 -0.064 0.426
H -0.078 -1.016 -0.381 0.365
H 3.213 1.839 -1.238 0.337
H 2.305 2.854 -0.109 0.414
H 3.632 1.911 1.788 0.300
H 4.694 2.668 0.588 0.431
```

Summary:
Kohn-Sham gap: 8.9 eV
E_tot: -1323.33581 Eh
Energy relative to the best compared isomer or geometry (same formula, charge and spin): 192.1 kJ/mol
Charge: 0
HOMO: -8.43 eV
SMILES: COCCC(=O)N1CCC(Oc2ccc(C(=O)N3CC[C@@H](N(C)C)C3)cc2)CC1

=====

Among the records above, which one has the highest energy relative to the best compared isomer or geometry (same formula, charge and spin)? C29H31BNO24P

=====

Look up the Kohn-Sham gap of the third one. 8.9 eV